(one)
C2H7N4O | ωB97M-V with the def2-TZVPD basis set

XYZ file:
```
14
Properties=species:S:1:pos:R:3
N 1.039 -1.866 0.155
C 0.310 -0.708 0.038
C 0.786 0.599 -0.062
O 2.004 1.138 0.173
N -0.408 1.474 -0.016
N -1.499 0.586 0.316
N -1.190 -0.738 -0.114
H 2.046 -1.998 -0.128
H 0.596 -2.794 0.484
H 2.117 1.892 -0.310
H -0.729 1.858 -0.911
H -2.402 0.990 0.082
H -1.148 0.464 1.313
H -1.520 -0.898 -1.021
```

Calculated values
* SMILES string: NC1=C(O)N[NH2+]N1
* total charge: +1
* spin multiplicity: 1
* gap between HOMO and LUMO: 8.72 eV
* LUMO energy: -3.63 eV

***

(two)
C2H7N4O | ωB97M-V with the def2-TZVPD basis set

XYZ file:
```
14
Properties=species:S:1:pos:R:3
H 2.563 -0.735 1.274
N 1.687 -0.340 0.830
N 1.437 -1.004 -0.143
C 0.190 -0.742 -0.834
C -0.758 0.117 -0.086
N -1.820 -0.555 0.429
N -0.426 1.379 0.090
O 0.620 1.905 -0.665
H -0.265 -1.683 -1.210
H 0.443 -0.265 -1.796
H -1.878 -1.619 0.391
H -2.389 -0.192 1.108
H -0.861 2.008 0.750
H 1.459 1.725 -0.138
```

Calculated values
* SMILES string: [H]/N=N/CC(=[NH2+])NO
* total charge: +1
* spin multiplicity: 1
* gap between HOMO and LUMO: 9.95 eV
* LUMO energy: -3.94 eV

***

(three)
C2H7N4O | ωB97M-V with the def2-TZVPD basis set

XYZ file:
```
14
Properties=species:S:1:pos:R:3
C -1.170 -0.708 -0.003
C 1.459 1.792 -0.102
N 2.514 -0.338 0.037
N -1.764 -0.781 1.163
N 1.619 0.399 0.047
N -1.781 -1.145 -1.076
O 2.991 -1.387 0.087
H 2.285 2.248 -0.650
H 0.524 1.962 -0.637
H 1.378 2.255 0.884
H -1.308 -0.451 1.998
H -2.694 -1.177 1.289
H -2.710 -1.566 -1.057
H -1.344 -1.104 -1.981
```

Calculated values
* total charge: +1
* spin multiplicity: 1
* gap between HOMO and LUMO (alpha / beta): 6.45 / 5.98 eV
* LUMO energy (alpha / beta): -6.07 / -6.28 eV

***

(four)
C2H7N4O | ωB97M-V with the def2-TZVPD basis set

XYZ file:
```
14
Properties=species:S:1:pos:R:3
C 1.453 -0.855 0.031
C 0.302 0.788 1.047
N 0.988 -1.951 0.234
N 1.333 1.576 0.758
N 2.365 -0.101 -0.286
N -1.322 -0.301 -0.926
O 2.440 1.154 0.053
H -0.336 0.191 0.284
H -0.415 1.273 1.756
H 0.640 -2.734 -0.424
H 1.474 2.486 1.248
H -1.268 -1.215 -1.178
H -1.015 0.199 -1.754
H -2.340 -0.102 -0.644
```

Calculated values
* total charge: +1
* spin multiplicity: 1
* gap between HOMO and LUMO (alpha / beta): 8.30 / 8.30 eV
* LUMO energy (alpha / beta): -5.59 / -5.59 eV

***

It is (four) that is the least stable of them.

***

(one)
C2H3BrO2P | ωB97M-V with the def2-TZVPD basis set

XYZ file:
```
9
Properties=species:S:1:pos:R:3
C -1.143 -0.456 0.831
C -0.745 -0.252 -0.444
P 0.957 0.635 -0.596
O 0.903 1.797 0.601
O 1.428 0.946 -1.935
Br 2.100 -1.142 0.151
H -2.053 -0.836 1.229
H -0.362 0.049 1.553
H -1.085 -0.742 -1.390
```

Calculated values
* SMILES string: C=C[P@](=O)([O-])Br
* total charge: -1
* spin multiplicity: 1
* gap between HOMO and LUMO: 8.55 eV
* LUMO energy: 3.56 eV

***

(two)
C2H3BrO2P | ωB97M-V with the def2-TZVPD basis set

XYZ file:
```
9
Properties=species:S:1:pos:R:3
O 2.519 2.261 -1.312
P 1.052 2.321 -1.479
Br 0.076 3.538 0.321
C 0.431 0.450 -0.895
C -0.384 -0.211 -0.037
O -0.844 0.026 1.256
H 0.687 -0.130 -1.708
H -0.746 -1.287 -0.345
H -0.547 0.954 1.489
```

Calculated values
* SMILES string: [O-]P(Br)/C=C\O
* total charge: -1
* spin multiplicity: 1
* gap between HOMO and LUMO: 7.44 eV
* LUMO energy: 3.70 eV

***

It is (two) that is the least stable of them.